1.
{
  "formula": "C30H42CoN2O2P2",
  "method": "the ωB97M-V functional and the def2-TZVPD basis",
  "relative_energy_kcal_mol": 53.5,
  "lumo_energy_ev": [-0.025, -0.155],
  "spin_multiplicity": 4,
  "e_homo_ev": [-5.97, -7.99],
  "elements": ["P", "P", "C", "C", "H", "H", "H", "H", "C", "H", "H", "H", "C", "H", "H", "H", "C", "H", "H", "H", "C", "H", "H", "H", "Co", "C", "C", "C", "C", "C", "C", "C", "C", "C", "H", "H", "H", "H", "H", "H", "H", "H", "H", "H", "H", "H", "H", "H", "H", "O", "C", "N", "C", "C", "O", "N", "C", "C", "C", "C", "C", "C", "C", "C", "C", "C", "C", "C", "H", "H", "H", "H", "H", "H", "H", "H", "H", "H", "H"],
  "coordinates": [[-2.29, 2.40, -1.65], [-4.49, -0.85, -1.46], [-3.59, 1.43, -2.63], [-4.68, 0.95, -1.69], [-2.97, 0.63, -3.09], [-3.99, 2.00, -3.49], [-4.61, 1.39, -0.69], [-5.68, 1.13, -2.08], [-4.22, -1.33, -3.24], [-4.46, -2.38, -3.39], [-3.21, -1.17, -3.62], [-4.90, -0.72, -3.83], [-6.33, -1.32, -1.68], [-6.88, -0.39, -1.85], [-6.87, -1.86, -0.91], [-6.42, -1.93, -2.59], [-1.91, 3.75, -2.84], [-0.97, 4.24, -2.50], [-2.76, 4.47, -2.79], [-1.84, 3.37, -3.87], [-3.12, 3.29, -0.30], [-3.70, 2.63, 0.36], [-3.79, 4.08, -0.68], [-2.37, 3.75, 0.35], [-0.95, 1.06, -1.72], [-4.16, -4.04, 0.19], [-3.68, -3.20, -0.76], [-2.51, -2.24, -0.40], [-2.46, -1.24, 0.83], [-3.74, -1.12, 1.57], [-4.88, -1.10, 0.73], [-5.69, -2.38, 1.23], [-4.66, -3.52, 1.49], [-0.41, 1.98, 0.04], [-4.20, -5.12, 0.01], [-3.71, -3.51, -1.83], [-2.24, -1.63, -1.29], [-1.64, -2.92, -0.27], [-1.58, -1.51, 1.46], [-2.20, -0.20, 0.50], [-3.74, -0.76, 2.57], [-5.50, -0.19, 0.74], [-6.50, -2.69, 0.56], [-6.12, -2.18, 2.21], [-3.83, -3.09, 2.09], [-5.07, -4.35, 2.08], [-0.40, 1.16, 0.78], [-0.90, 2.85, 0.50], [0.64, 2.27, -0.14], [-0.14, -1.95, -2.49], [0.78, -1.40, -1.86], [1.95, -2.01, -1.37], [2.88, -1.09, -0.72], [2.08, 0.19, -0.92], [2.48, 1.30, -0.52], [0.88, -0.05, -1.55], [3.11, -1.53, 0.75], [2.71, -0.75, 1.84], [2.79, -1.27, 3.15], [3.29, -2.55, 3.35], [3.84, -3.27, 2.28], [3.75, -2.76, 0.99], [4.23, -1.00, -1.45], [5.43, -0.75, -0.77], [6.66, -0.98, -1.41], [6.68, -1.36, -2.76], [5.48, -1.44, -3.47], [4.26, -1.25, -2.81], [2.01, -3.01, -1.22], [2.32, 0.26, 1.68], [2.44, -0.66, 3.99], [3.28, -3.00, 4.35], [4.33, -4.24, 2.43], [4.15, -3.33, 0.15], [5.42, -0.44, 0.29], [7.59, -0.87, -0.85], [7.62, -1.62, -3.24], [5.47, -1.68, -4.53], [3.31, -1.37, -3.34]],
  "mulliken_spin": [-0.0144, 0.1218, -0.0208, 0.0959, 0.0281, -0.0131, -0.0114, -0.0003, 0.2022, -0.0049, -0.0052, 0.0023, -0.0024, 0.0005, 0.0003, 0.0009, -0.0206, 0.0021, -0.0003, -0.0036, -0.0113, 0.0004, 0.0004, -0.0012, 1.1553, -0.0326, 0.0369, 0.1724, -0.0924, 0.8890, 0.4863, 0.0624, 0.0595, -0.1429, 0.0001, -0.0026, -0.0576, 0.0132, -0.0041, 0.0987, -0.0317, 0.0349, -0.0050, 0.0095, -0.0160, -0.0084, -0.0014, 0.0202, 0.0049, 0.0001, -0.0004, -0.0004, -0.0002, -0.0041, 0.0000, 0.0106, -0.0001, 0.0000, 0.0000, 0.0000, -0.0001, 0.0001, 0.0000, 0.0000, 0.0000, 0.0000, 0.0000, 0.0001, -0.0003, 0.0004, 0.0000, 0.0000, 0.0000, 0.0000, 0.0000, 0.0000, 0.0000, 0.0000, 0.0000]
}

---

2.
{
  "formula": "C30H42CoN4OP2",
  "method": "the ωB97M-V functional and the def2-TZVPD basis",
  "lumo_energy_ev": [0.048, -0.129],
  "spin_multiplicity": 4,
  "e_homo_ev": [-6.11, -8.31],
  "elements": ["Co", "C", "C", "C", "C", "C", "C", "C", "C", "C", "H", "H", "H", "H", "H", "H", "H", "H", "H", "H", "H", "H", "H", "H", "H", "P", "P", "N", "N", "N", "N", "C", "C", "C", "C", "C", "C", "C", "C", "C", "C", "C", "C", "C", "C", "C", "C", "C", "C", "H", "H", "H", "H", "H", "H", "H", "H", "H", "H", "H", "H", "H", "H", "H", "H", "H", "H", "H", "H", "C", "C", "C", "O", "H", "H", "H", "H", "H", "H", "H"],
  "coordinates": [[0.23, 0.03, 2.59], [-1.84, 1.90, -5.27], [-1.92, 0.67, -4.76], [-1.15, -0.53, -5.25], [0.27, -0.25, -5.83], [1.15, 0.60, -4.97], [1.23, 1.94, -4.99], [0.47, 2.83, -5.93], [-0.94, 2.36, -6.38], [1.70, 0.65, 3.71], [-2.52, 2.68, -4.90], [-2.67, 0.44, -3.99], [-1.72, -1.07, -6.02], [-1.02, -1.22, -4.40], [0.76, -1.24, -5.87], [0.19, 0.09, -6.87], [1.81, 0.03, -4.30], [1.95, 2.45, -4.35], [1.05, 3.03, -6.85], [0.34, 3.81, -5.44], [-1.43, 3.26, -6.79], [-0.86, 1.65, -7.21], [1.20, 1.41, 4.33], [2.59, 1.09, 3.24], [1.98, -0.20, 4.36], [1.72, -0.38, 1.09], [-1.09, -0.84, 1.07], [2.77, 0.92, 0.61], [2.87, -1.66, 1.66], [-1.88, 0.51, 0.24], [-2.51, -1.69, 1.55], [1.13, -1.05, -0.49], [-0.23, -1.74, -0.25], [2.66, 2.24, 1.03], [3.62, 2.99, 0.37], [4.35, 2.10, -0.49], [3.81, 0.83, -0.32], [3.77, -1.57, 2.73], [4.52, -2.74, 2.79], [4.05, -3.60, 1.75], [3.02, -2.93, 1.10], [-2.04, 1.80, 0.77], [-2.48, 2.64, -0.26], [-2.60, 1.84, -1.44], [-2.26, 0.54, -1.10], [-3.64, -1.92, 0.76], [-4.49, -2.78, 1.44], [-3.88, -3.07, 2.71], [-2.67, -2.39, 2.75], [1.88, -1.73, -0.92], [1.04, -0.20, -1.20], [-0.84, -1.78, -1.15], [-0.08, -2.78, 0.09], [1.93, 2.52, 1.78], [3.80, 4.05, 0.50], [5.18, 2.36, -1.13], [4.07, -0.13, -0.76], [3.77, -0.70, 3.38], [5.33, -2.93, 3.48], [4.44, -4.57, 1.49], [2.38, -3.26, 0.30], [-1.84, 1.99, 1.82], [-2.69, 3.69, -0.18], [-2.87, 2.17, -2.44], [-2.26, -0.37, -1.68], [-3.73, -1.43, -0.21], [-5.43, -3.15, 1.06], [-4.29, -3.71, 3.48], [-1.91, -2.31, 3.52], [-2.58, 0.58, 5.62], [-1.21, 0.11, 5.15], [-0.82, -1.21, 5.79], [-1.25, 0.03, 3.76], [-3.35, -0.07, 5.19], [-2.76, 1.61, 5.30], [-2.63, 0.55, 6.71], [-0.47, 0.87, 5.46], [-1.54, -2.00, 5.53], [0.17, -1.53, 5.46], [-0.80, -1.12, 6.88]],
  "mulliken_spin": [2.4956, 0.0001, 0.0000, 0.0000, 0.0001, -0.0003, 0.0002, 0.0000, 0.0001, 0.2398, 0.0000, 0.0000, 0.0000, -0.0001, 0.0000, 0.0000, 0.0001, 0.0000, 0.0000, 0.0000, 0.0000, 0.0000, -0.0010, -0.0250, -0.0181, -0.0062, 0.0934, 0.0026, -0.0023, -0.0007, 0.0101, 0.0581, -0.0091, 0.0024, -0.0015, 0.0014, 0.0042, -0.0056, 0.0022, 0.0000, 0.0057, 0.0116, 0.0032, -0.0012, -0.0043, 0.0145, -0.0027, 0.0055, -0.0022, -0.0004, 0.0038, 0.0023, -0.0038, 0.0010, -0.0003, 0.0005, 0.0008, -0.0057, 0.0002, 0.0000, -0.0003, -0.0055, 0.0002, -0.0003, 0.0002, -0.0013, 0.0004, -0.0001, -0.0078, 0.0054, -0.0055, 0.0112, 0.1354, -0.0006, 0.0010, 0.0010, -0.0012, -0.0012, 0.0009, -0.0008]
}